No. 1
The following is a DFT calculation (the ωB97M-V functional and the def2-TZVPD basis) of a structure of composition C16H33ClHgP2.

Summary:
energy = -1925.643115 Eh
HOMO-LUMO gap = 8.50 eV
ΔE to the lowest compared entry with this formula, charge and spin = 0.000 eV
HOMO energy = -7.82 eV
LUMO = 0.686 eV
charge = 0

Each line ends with the Löwdin charge.
Positions of all 53 atoms, in Å:
P: 0.049686 -1.380693 -6.274480  0.855
P: 0.112321 1.746821 -6.133327  0.858
C: -0.265652 -0.452109 -7.865774  -0.429
C: 0.328548 0.951432 -7.818204  -0.431
H: -1.357198 -0.437387 -8.010942  0.076
H: 0.191450 -1.043110 -8.671261  0.070
H: 1.411200 0.951519 -8.021193  0.075
H: -0.165603 1.612997 -8.543009  0.070
C: -1.529726 2.499761 -6.480597  -0.286
H: -1.760719 3.228350 -5.694726  0.041
H: -2.303666 1.722584 -6.499242  0.039
H: -1.486595 3.004988 -7.454760  0.036
C: 1.168360 3.199350 -6.474259  -0.309
H: 0.827338 3.689846 -7.396644  0.038
H: 2.202786 2.852046 -6.591107  0.036
H: 1.098287 3.888947 -5.625460  0.036
C: -1.008477 -2.825001 -6.609903  -0.304
H: -0.879924 -3.539648 -5.788891  0.036
H: -0.717766 -3.281007 -7.566497  0.038
H: -2.051953 -2.486225 -6.650615  0.037
C: 1.684208 -2.067107 -6.748150  -0.283
H: 2.437279 -1.269198 -6.748708  0.040
H: 1.605191 -2.507434 -7.751211  0.037
H: 1.967395 -2.838283 -6.022446  0.040
Hg: -0.227172 0.014308 2.224088  1.114
C: 0.555311 1.685140 -2.309500  -0.127
C: -0.761391 1.569773 -2.497831  -0.108
C: -1.484017 0.642202 -3.437313  -0.252
C: -1.925191 -0.727924 -2.876000  -0.194
C: -0.860468 -1.676081 -2.438791  -0.121
C: 0.468147 -1.513888 -2.489750  -0.109
C: 1.181386 -0.559686 -3.389402  -0.273
C: 1.654073 0.793588 -2.793375  -0.198
C: 0.362703 -2.002019 2.034722  -0.375
H: 0.921493 2.514883 -1.684506  0.100
H: -1.426458 2.270450 -1.966102  0.102
H: -0.916398 0.489018 -4.366718  -0.026
H: -2.400082 1.170111 -3.755528  0.107
H: -2.629696 -0.519482 -2.055635  0.112
H: -2.515348 -1.249791 -3.649785  0.108
H: -1.249691 -2.604723 -1.997370  0.101
H: 1.136398 -2.214232 -1.968758  0.100
H: 0.553420 -0.313516 -4.261898  -0.051
H: 2.066632 -1.059746 -3.824444  0.108
H: 2.392986 0.571743 -1.999692  0.110
H: 2.220097 1.335079 -3.582040  0.104
H: 1.179879 -2.177356 2.754666  -0.043
H: 0.705245 -2.190979 1.011149  -0.057
H: -0.488690 -2.665946 2.274429  -0.040
Cl: -1.249391 2.552161 3.905043  0.412
C: -0.596626 2.082389 2.387101  -0.954
H: -1.282679 2.376699 1.593353  -0.034
H: 0.367758 2.586084 2.259491  -0.029

Force components x, y, z for each atom (eV/Å):
P -0.499 0.123 -0.772
P 0.364 0.096 -0.806
C 0.084 -0.408 0.211
C -0.054 0.289 0.350
H 0.295 0.119 -0.031
H -0.327 0.133 -0.074
H -0.306 -0.131 -0.034
H 0.313 -0.134 -0.062
C 0.000 0.075 0.147
H -0.121 -0.145 -0.155
H 0.092 0.213 0.038
H -0.167 -0.037 0.218
C -0.097 0.194 -0.058
H 0.260 0.084 0.195
H -0.182 0.226 0.065
H 0.153 -0.004 -0.233
C 0.098 -0.240 -0.209
H -0.166 0.011 -0.230
H -0.269 -0.119 0.189
H 0.209 -0.221 0.037
C 0.011 -0.105 0.137
H -0.086 -0.228 0.020
H 0.189 0.019 0.205
H 0.122 0.144 -0.170
Hg 0.359 -0.295 -0.159
C 0.075 0.269 0.734
C -0.058 0.285 0.111
C -0.451 -0.374 -0.464
C -0.314 0.395 -0.691
C 0.499 -0.362 0.774
C -0.060 -0.462 -0.197
C 0.359 1.376 -0.561
C 0.410 -0.683 -0.561
C -0.342 0.015 0.338
H -0.349 -0.341 -0.108
H 0.467 -0.175 -0.249
H -0.404 0.112 0.589
H 0.182 -0.201 0.138
H 0.229 -0.366 0.036
H -0.039 0.271 0.137
H 0.195 0.482 0.263
H -0.523 -0.041 -0.226
H 0.677 -0.325 0.791
H -0.246 0.060 0.308
H -0.384 0.396 -0.036
H -0.180 -0.271 0.329
H -0.306 -0.082 -0.360
H -0.055 -0.015 0.251
H 0.504 0.215 -0.147
Cl -0.729 0.515 1.586
C 0.742 -0.597 -1.537
H 0.147 0.199 0.059
H -0.319 0.046 -0.122

=====

No. 2
The following is a DFT calculation (the ωB97M-V functional and the def2-TZVPD basis) of a cluster of 2 separate species, C2H5O2S in total.

Summary:
energy = -627.920560 Eh
HOMO-LUMO gap = 6.80 eV
ΔE to the lowest compared entry with this formula, charge and spin = 0.551 eV
HOMO energy = -2.80 eV
LUMO = 4.005 eV
charge = -1

Each line ends with the Löwdin charge.
Positions of all 10 atoms, in Å:
C: -1.623564 0.995257 -1.187557  -0.690
S: -1.589926 0.444729 0.542571  0.218
H: -1.895932 0.185548 -1.885487  -0.013
H: -2.380135 1.770079 -1.343181  -0.021
H: -0.627906 1.290654 -1.526860  -0.011
O: 2.542029 -0.803356 0.036884  0.000
C: 2.007249 -1.115125 1.080264  -0.481
O: 0.814616 -0.828128 1.499719  -0.032
H: 2.511539 -1.735431 1.848274  0.118
H: 0.242031 -0.204226 0.935373  -0.088

Force components x, y, z for each atom (eV/Å):
C -0.101 -0.604 -0.496
S -0.128 0.182 -0.044
H -0.073 -0.003 0.296
H 0.336 0.217 -0.009
H -0.130 0.464 0.073
O -0.059 -0.008 0.231
C 0.206 -0.093 -0.144
O 0.546 -0.175 0.641
H 0.146 -0.011 -0.188
H -0.744 0.030 -0.361

=====

No. 3
The following is a DFT calculation (the ωB97M-V functional and the def2-TZVPD basis) of a structure of composition C47H49AsF6N8OTi.

Summary:
multiplicity = 2
energy = -6017.390677 Eh
HOMO-LUMO gap (alpha / beta) = 5.26 / 3.89 eV
ΔE to the lowest compared entry with this formula, charge and spin = 1.558 eV
HOMO energy (alpha / beta) = -15.45 / -15.45 eV
LUMO (alpha / beta) = -10.191 / -11.568 eV
charge = +3
<S²> = 0.77

Each line ends with the Löwdin charge.
Positions of all 113 atoms, in Å:
Ti: 0.693884 -0.516478 -0.113331  1.316
C: 0.950378 3.765974 -1.438786  -0.048
C: 1.261177 2.535362 -0.859595  -0.049
N: 0.388439 1.532947 -0.878543  0.037
C: -0.827863 1.771829 -1.411319  -0.193
C: -1.141246 3.037883 -1.916167  -0.026
N: -0.243281 4.003415 -1.948247  0.158
C: -1.691855 0.594786 -1.536073  -0.169
C: -3.046602 0.583447 -1.821895  0.104
C: -3.698959 -0.647542 -1.965650  -0.082
C: -2.931754 -1.817645 -1.936312  0.106
C: -1.578990 -1.719027 -1.651054  -0.190
N: -0.996185 -0.540176 -1.402622  0.040
C: -0.615783 -2.824542 -1.543490  -0.200
C: -0.811973 -4.142083 -1.962909  -0.001
N: 0.120607 -5.057382 -1.792952  0.158
C: 1.275896 -4.700848 -1.266515  -0.040
C: 1.509066 -3.383920 -0.869663  -0.068
N: 0.552063 -2.467749 -0.972499  0.004
C: -5.166819 -0.687199 -2.101402  -0.179
C: -5.915533 -1.610120 -1.369767  0.009
C: -7.304515 -1.555891 -1.457717  -0.099
N: -7.899472 -0.670300 -2.222336  0.088
C: -7.228742 0.199259 -2.943401  -0.101
C: -5.838222 0.234188 -2.907363  0.000
H: 1.678319 4.564183 -1.503800  0.134
H: 2.227245 2.369068 -0.397750  0.121
H: -2.110381 3.270275 -2.336072  0.144
H: -3.607385 1.503433 -1.879404  0.118
H: -3.385747 -2.782671 -2.105921  0.143
H: -1.726471 -4.477617 -2.432357  0.143
H: 2.025655 -5.470942 -1.138061  0.136
H: 2.454245 -3.080371 -0.436080  0.106
H: -5.446672 -2.331245 -0.714910  0.117
H: -7.938239 -2.230109 -0.894541  0.124
H: -7.803833 0.887814 -3.550269  0.124
H: -5.303439 0.945070 -3.521492  0.118
C: 1.428977 2.058167 4.642923  -0.020
C: 0.783883 0.997773 3.729920  -0.347
C: -0.673810 0.817540 4.186925  -0.025
C: 1.579684 -0.269264 3.834212  -0.066
C: 1.775950 -0.823991 5.122440  0.055
C: 2.619883 -1.885662 5.325999  0.030
C: 3.290934 -2.423770 4.238904  0.097
C: 3.141768 -1.911055 2.935150  -0.073
C: 3.964811 -2.558124 1.848953  -0.367
C: 5.457693 -2.262194 2.063999  -0.014
C: 3.738340 -4.077117 1.815054  -0.036
C: 2.240540 -0.850308 2.724961  -0.139
N: 2.075993 -0.345602 1.394878  -0.042
C: 3.189060 0.125496 0.848090  -0.071
C: 3.317058 0.224357 -0.527289  -0.331
C: 4.425736 0.635238 -1.294813  0.064
C: 4.086554 0.411744 -2.605748  0.038
C: 2.776813 -0.124052 -2.636756  -0.147
N: 2.291140 -0.250402 -1.364070  0.016
C: 2.060890 -0.396705 -3.939127  -0.511
C: 1.421992 -1.790557 -3.987920  -0.010
C: 3.030303 -0.278674 -5.123866  -0.038
C: 0.966190 0.672233 -4.114422  -0.005
H: 0.914184 3.008840 4.532950  0.082
H: 2.486823 2.191552 4.423744  0.098
H: 1.336619 1.766499 5.686599  0.093
H: 0.784119 1.335286 2.687190  0.101
H: -0.732964 0.286521 5.133700  0.095
H: -1.254936 0.274183 3.445637  0.045
H: -1.130660 1.794732 4.320563  0.099
H: 1.251927 -0.405196 5.967145  0.142
H: 2.766686 -2.290710 6.315149  0.141
H: 3.942297 -3.269216 4.397025  0.142
H: 3.684104 -2.145678 0.874156  0.098
H: 5.805457 -2.694326 3.000050  0.096
H: 5.654176 -1.191354 2.095691  0.082
H: 6.038031 -2.698023 1.253183  0.103
H: 4.190583 -4.559385 2.677869  0.091
H: 4.215527 -4.497260 0.931376  0.100
H: 2.677349 -4.325160 1.809145  0.080
H: 4.041426 0.388488 1.474482  0.163
H: 5.352792 1.022228 -0.911676  0.139
H: 4.718009 0.590504 -3.453616  0.124
H: 2.125650 -2.556134 -3.661776  0.099
H: 1.137044 -2.017711 -5.013223  0.107
H: 0.523255 -1.824295 -3.380050  0.052
H: 3.860911 -0.975250 -5.027932  0.103
H: 3.414962 0.733647 -5.226403  0.096
H: 2.501184 -0.517705 -6.043978  0.102
H: 0.160414 0.514271 -3.400830  0.055
H: 0.559911 0.606108 -5.121550  0.110
H: 1.379432 1.671862 -3.979852  0.099
F: -0.626934 -0.693700 1.249895  -0.346
As: -1.170658 -2.481158 2.347520  0.954
F: -0.406066 -2.070145 3.799368  -0.144
F: 0.457383 -2.815272 1.668687  -0.238
F: -1.529772 -4.044410 2.813953  -0.134
F: -1.823520 -2.796833 0.752336  -0.202
F: -2.583626 -1.604316 2.703026  -0.154
C: -0.372970 4.163198 2.113400  0.023
C: -1.251519 3.258554 1.306114  -0.365
O: -0.986187 2.069026 1.136725  0.013
C: -2.448251 3.853363 0.679494  -0.185
C: -2.496317 5.189449 0.269854  -0.020
C: -3.614813 5.671295 -0.386560  -0.038
C: -4.713996 4.848252 -0.588595  -0.038
C: -4.689323 3.529626 -0.152090  -0.061
C: -3.555400 3.026319 0.457955  -0.036
H: 0.480416 3.614869 2.503296  0.064
H: -0.951832 4.591893 2.931977  0.117
H: -0.017830 4.998787 1.511933  0.091
H: -1.653588 5.846645 0.427276  0.116
H: -3.638950 6.695129 -0.730518  0.122
H: -5.590749 5.232886 -1.087846  0.121
H: -5.568125 2.911943 -0.270036  0.115
H: -3.519082 2.007135 0.819946  0.122

Force components x, y, z for each atom (eV/Å):
Ti -0.331 0.704 -0.874
C 0.074 -0.319 0.222
C 0.256 0.178 -0.020
N -0.538 -0.109 -0.174
C 0.052 0.429 -0.147
C 0.113 -0.560 0.054
N -0.062 0.345 -0.139
C -0.463 0.194 -0.139
C 0.479 -0.100 0.008
C -0.135 0.028 0.018
C 0.500 0.057 0.088
C -0.457 -0.211 -0.112
N 0.223 -0.083 0.124
C -0.110 -0.331 0.120
C -0.026 0.545 0.146
N 0.034 -0.436 -0.172
C 0.174 0.451 0.189
C 0.215 -0.341 0.141
N -0.298 -0.122 -0.106
C -0.244 -0.015 -0.043
C 0.004 -0.073 -0.010
C 0.816 -0.004 0.034
N -1.573 0.012 -0.064
C 0.838 -0.021 0.078
C -0.011 0.090 -0.027
H 0.097 -0.043 0.130
H -0.079 -0.020 -0.098
H -0.120 -0.142 0.007
H -0.011 0.079 0.004
H -0.067 -0.016 -0.010
H -0.131 0.162 -0.012
H 0.076 0.057 -0.024
H -0.086 -0.035 -0.068
H 0.093 -0.032 0.039
H 0.040 -0.025 0.004
H 0.045 -0.006 -0.046
H 0.090 0.055 -0.018
C 0.346 -0.163 0.019
C -0.046 -0.080 -0.131
C -0.098 -0.218 -0.241
C -0.203 0.889 -1.266
C 0.381 -0.794 0.967
C -0.121 0.172 0.195
C -0.019 -0.143 1.009
C -0.706 0.877 -1.354
C 0.031 -0.079 -0.100
C -0.139 0.135 0.007
C -0.168 0.112 0.090
C 0.445 -0.597 0.377
N -0.534 -0.408 -0.063
C 1.076 0.405 -1.075
C 0.181 -0.127 0.854
C -0.217 -0.067 -0.057
C -0.044 -0.003 0.332
C 0.101 0.137 -0.371
N 0.410 -0.283 0.124
C -0.288 -0.066 -0.168
C 0.083 0.106 0.095
C 0.009 0.027 0.185
C 0.109 -0.071 0.122
H -0.024 0.007 -0.065
H 0.069 0.131 -0.003
H 0.010 0.056 0.111
H -0.020 -0.042 0.238
H -0.072 -0.003 0.108
H -0.008 0.100 0.098
H 0.036 0.098 0.006
H -0.111 0.102 0.017
H -0.015 -0.059 0.058
H 0.110 -0.084 -0.012
H -0.001 -0.047 0.233
H 0.093 -0.032 0.056
H 0.093 0.044 -0.002
H 0.030 -0.035 -0.002
H 0.046 -0.101 0.041
H 0.034 -0.020 -0.047
H -0.042 -0.063 -0.058
H -0.115 0.055 -0.011
H 0.142 0.055 0.077
H 0.006 0.006 -0.144
H -0.011 -0.103 0.006
H -0.039 0.005 -0.025
H 0.027 -0.041 -0.035
H 0.098 -0.025 -0.044
H 0.086 0.048 -0.032
H -0.045 -0.008 0.008
H -0.021 0.036 -0.085
H -0.066 -0.009 -0.044
H -0.031 0.105 -0.036
F 0.330 -0.143 0.361
As -0.243 -1.089 -2.112
F 0.021 0.473 0.009
F -1.086 0.094 0.687
F -0.001 -0.003 0.322
F 0.332 0.196 0.814
F 0.737 -0.143 0.150
C 0.140 -0.125 0.073
C 0.092 -0.109 -0.113
O -0.311 0.541 0.721
C -0.410 -0.035 -0.131
C 0.061 -0.194 0.099
C -0.079 0.073 -0.016
C 0.090 -0.017 -0.075
C -0.049 -0.017 0.005
C 0.140 0.094 0.127
H 0.015 0.030 -0.018
H 0.008 0.043 0.050
H 0.011 0.049 -0.008
H 0.028 0.048 0.006
H 0.009 0.045 0.005
H -0.076 0.056 0.011
H -0.044 -0.088 -0.024
H -0.039 -0.062 -0.007

=====

No. 4
The following is a DFT calculation (the ωB97M-V functional and the def2-TZVPD basis) of a cluster of 2 separate species, C10H13O2S in total.

Summary:
energy = -937.162139 Eh
HOMO-LUMO gap = 9.08 eV
ΔE to the lowest compared entry with this formula, charge and spin = 0.364 eV
HOMO energy = -12.60 eV
LUMO = -3.518 eV
charge = +1

Each line ends with the Löwdin charge.
Positions of all 26 atoms, in Å:
C: 3.754414 0.341484 -0.123519  -0.100
C: 2.964934 1.398737 -0.247401  -0.117
C: 3.305620 -0.840213 0.498894  -0.011
C: 1.649983 1.336466 0.169615  -0.078
C: 1.907840 -0.945622 0.783279  -0.021
C: 1.091762 0.159480 0.564149  -0.307
C: -3.869726 0.623088 0.310294  -0.289
C: -4.823428 0.151577 1.003313  0.069
C: -0.828178 -0.111727 -1.893308  -0.214
C: -0.398229 0.073049 0.835440  -0.254
O: -2.983224 1.044977 -0.300765  0.070
O: -0.393865 -2.219543 -0.374345  -0.313
S: -1.366602 -0.857829 -0.383064  1.141
H: 4.823554 0.533755 -0.479959  0.143
H: 3.474948 2.448118 -0.436095  0.163
H: 3.967618 -1.658249 0.699548  0.104
H: 1.249998 2.372911 0.246972  0.141
H: 1.525442 -1.857836 1.202844  0.108
H: -5.731742 -0.126665 0.609721  0.061
H: -4.809674 0.205617 2.076142  0.092
H: -0.995312 -3.038526 -0.566554  0.147
H: -1.390118 0.692713 -2.397802  0.089
H: -0.753175 -0.889382 -2.632349  0.064
H: 0.187434 0.371475 -1.759745  0.089
H: -0.769495 1.107178 0.813891  0.106
H: -0.790782 -0.315029 1.780805  0.114

Force components x, y, z for each atom (eV/Å):
C 3.654 -2.202 -0.111
C -0.089 4.159 0.249
C -1.850 0.629 -0.615
C 0.334 2.902 -0.545
C 2.411 0.216 -0.379
C -1.256 -1.448 0.932
C 0.011 0.432 -0.166
C -0.025 -0.096 1.902
C 1.710 1.434 -1.127
C -0.119 1.135 0.424
O 0.945 0.671 -0.701
O -2.284 -0.860 -0.670
S 1.097 -0.861 -0.209
H -1.415 -0.965 0.827
H -1.390 -2.317 -0.027
H 0.185 -0.251 0.031
H -0.832 -1.241 -0.153
H -0.133 -0.138 0.046
H -1.735 -0.687 -1.203
H 0.362 0.067 0.297
H 1.411 2.042 0.493
H -0.649 -0.466 1.036
H 0.158 -0.562 -0.138
H -0.906 -0.960 0.098
H -0.272 -0.322 -0.320
H 0.678 -0.312 0.031

=====

| no. | F_max (eV Å⁻¹) |
| --- | --- |
| 1 | 1.82 |
| 2 | 0.86 |
| 3 | 2.39 |
| 4 | 4.27 |